1.
Entry from the Open Molecules 2025 dataset: C31H31IN7OTi as an isolated structure (the ωB97M-V functional and the def2-TZVPD basis).

Calculated values
spin multiplicity = 1
E_HOMO = -16.378 eV
LUMO energy = -10.1705 eV
charge = +3
energy relative to the best compared isomer or geometry (same formula, charge and spin) = 0.0 kcal per mole

Cartesian coordinates (Å):
Ti: 0.6315 -0.7127 -1.0489
C: -2.1157 -0.8150 4.3643
C: -2.4207 0.6518 4.2300
C: -3.4669 1.2358 4.9389
C: -3.7361 2.5940 4.8457
C: -2.9640 3.4124 4.0324
C: -1.9207 2.8585 3.3092
C: -1.6660 1.4969 3.4184
N: -0.5691 0.9543 2.6340
C: -0.7389 0.5035 1.4066
N: -1.9729 0.4527 0.8845
C: -2.2859 -0.0918 -0.3683
C: -1.2630 -0.5985 -1.1630
C: -1.5162 -1.1360 -2.4296
C: -2.8194 -1.1805 -2.8914
C: -3.8336 -0.6807 -2.0754
C: -3.6059 -0.1266 -0.8140
C: -4.7291 0.4091 0.0260
N: 0.2945 0.1023 0.6285
C: 1.6215 -0.2038 1.0907
C: 2.6699 0.6276 0.6577
C: 3.9801 0.3189 0.9831
C: 4.2338 -0.8018 1.7645
C: 3.1953 -1.6215 2.1954
C: 1.8691 -1.3606 1.8633
C: 0.7616 -2.2585 2.3284
H: -2.8749 -1.3092 4.9658
H: -1.1556 -0.9708 4.8618
H: -2.0853 -1.3198 3.3948
H: -4.0718 0.6132 5.5858
H: -4.5504 3.0173 5.4181
H: -3.1670 4.4722 3.9688
H: -1.2939 3.4754 2.6765
H: 0.3776 1.0210 2.9852
H: -2.7220 0.8151 1.4657
H: -0.7107 -1.4931 -3.0808
H: -3.0525 -1.5809 -3.8680
H: -4.8534 -0.7123 -2.4390
H: -5.6841 0.2909 -0.4792
H: -4.5996 1.4749 0.2321
H: -4.7986 -0.1198 0.9804
H: 2.4336 1.5308 0.1075
H: 4.7895 0.9609 0.6637
H: 5.2508 -1.0370 2.0514
H: 3.4206 -2.4855 2.8094
H: 1.1413 -3.2414 2.5991
H: -0.0162 -2.3861 1.5712
H: 0.2801 -1.8410 3.2150
I: 0.9650 -6.8117 -2.0881
C: 1.4402 -4.8863 -1.5384
C: 2.6357 -4.4330 -0.9928
N: 2.5267 -3.1189 -0.7936
N: 1.3037 -2.6628 -1.1682
C: 0.6450 -3.7567 -1.6256
H: 3.5426 -4.9641 -0.7474
H: 3.1973 -2.5057 -0.3507
H: -0.3675 -3.6779 -1.9882
N: 3.5079 3.2535 -6.2719
C: 2.8270 3.6200 -5.1677
O: 2.6328 4.7540 -4.8052
C: 2.3148 2.4978 -4.2692
C: 2.8609 1.2210 -4.1885
C: 2.3490 0.3366 -3.2635
N: 1.3311 0.6647 -2.4420
C: 0.7913 1.9023 -2.5282
C: 1.2648 2.8352 -3.4168
H: 3.8175 3.9941 -6.8854
H: 3.4497 2.3307 -6.6659
H: 3.6939 0.9129 -4.8054
H: 2.7628 -0.6617 -3.1651
H: -0.0355 2.1167 -1.8632
H: 0.8526 3.8345 -3.4654



2.
Entry from the Open Molecules 2025 dataset: C31H32As2N3O3Pd as an isolated structure (the ωB97M-V functional and the def2-TZVPD basis).

Calculated values
spin multiplicity = 1
E_HOMO (alpha / beta) = -10.836 / -10.836 eV
LUMO energy (alpha / beta) = -4.2433 / -4.2427 eV
charge = +1
energy relative to the best compared isomer or geometry (same formula, charge and spin) = 18.9 kcal per mole

Cartesian coordinates (Å):
Pd: -0.0007 -0.5728 -0.9489
C: -1.1607 2.0165 0.8666
C: -1.5074 0.6814 1.5200
As: 0.0803 -0.4454 1.9305
C: -0.4075 -0.9299 3.7520
C: -0.8838 -2.1873 4.1064
C: -1.2490 -2.4477 5.4206
C: -1.1449 -1.4568 6.3844
C: -0.6605 -0.2042 6.0354
C: -0.2865 0.0561 4.7265
C: -0.3396 -2.1370 1.0153
C: -1.6254 -2.5727 0.6834
C: -1.8442 -3.8756 0.2549
C: -0.7823 -4.7618 0.1670
C: 0.5003 -4.3472 0.4982
C: 0.7220 -3.0450 0.9186
As: -0.0103 1.7712 -0.7009
C: 1.7982 1.9857 -0.0119
C: 2.0299 2.7750 1.1158
C: 3.3183 2.9495 1.5909
C: 4.3889 2.3517 0.9399
C: 4.1665 1.6011 -0.2011
C: 2.8741 1.4197 -0.6782
C: -0.0818 3.3230 -1.8626
C: -1.2734 3.9262 -2.2642
C: -1.2350 5.1014 -2.9984
C: -0.0221 5.6705 -3.3572
C: 1.1607 5.0633 -2.9749
C: 1.1375 3.8947 -2.2294
H: -0.6591 2.7149 1.5326
H: -2.0658 2.4942 0.4949
H: -2.1544 0.1282 0.8373
H: -2.0655 0.8327 2.4452
H: -0.9702 -2.9771 3.3707
H: -1.6178 -3.4288 5.6895
H: -1.4339 -1.6608 7.4064
H: -0.5653 0.5686 6.7864
H: 0.1098 1.0365 4.4795
H: -2.4696 -1.9010 0.7894
H: -2.8466 -4.1952 0.0031
H: -0.9517 -5.7790 -0.1597
H: 1.3276 -5.0417 0.4355
H: 1.7248 -2.7272 1.1840
H: 1.2214 3.2770 1.6269
H: 3.4901 3.5615 2.4663
H: 5.3947 2.4843 1.3153
H: 4.9991 1.1589 -0.7316
H: 2.7221 0.8317 -1.5715
H: -2.2288 3.4984 -2.0075
H: -2.1641 5.5700 -3.2930
H: -0.0020 6.5855 -3.9337
H: 2.1112 5.4991 -3.2516
H: 2.0749 3.4447 -1.9387
N: 1.7432 -3.1016 -2.5842
C: 2.5654 -2.3096 -1.8804
N: 3.8679 -2.6812 -1.8104
O: 2.2013 -1.2710 -1.2948
H: 2.0804 -3.9506 -3.0009
H: 0.7433 -2.9315 -2.5920
H: 4.2484 -3.4297 -2.3594
H: 4.4997 -2.0505 -1.3518
O: -2.7135 1.3692 -1.5672
C: -2.6783 0.2717 -2.0925
C: -3.7674 -0.3264 -2.9563
C: -3.2428 -1.7118 -3.3162
C: -1.8821 -1.7652 -2.6632
O: -1.0755 -2.6757 -2.7204
N: -1.6407 -0.5974 -1.9678
H: -3.9187 0.3258 -3.8158
H: -4.6979 -0.3344 -2.3904
H: -3.1265 -1.8804 -4.3862
H: -3.8489 -2.5290 -2.9249



3.
Entry from the Open Molecules 2025 dataset: C31H32BNO4 as an isolated structure (the ωB97M-V functional and the def2-TZVPD basis).

Calculated values
spin multiplicity = 1
E_HOMO = -4.249 eV
LUMO energy = -2.1897 eV
charge = 0
energy relative to the best compared isomer or geometry (same formula, charge and spin) = 153.4 kcal per mole

Cartesian coordinates (Å):
C: 5.1938 0.1234 1.3682
C: 3.9207 0.7363 1.0780
C: 3.3802 1.9911 1.3710
C: 1.9806 1.8918 1.0163
C: 1.6843 0.5518 0.8874
B: 2.2123 -1.1871 -2.8284
O: 1.2775 -2.1433 -2.3806
C: 1.1053 -2.8380 -3.6112
C: 2.1368 -2.1414 -4.6894
C: 2.0633 -2.7983 -5.9595
C: 3.6860 -2.2085 -4.0063
O: 3.5622 -1.4983 -2.7336
C: 1.6339 -0.6317 -4.8618
O: 1.7184 -0.0651 -3.5205
O: 2.9116 -0.1069 0.6900
H: 5.8540 0.9800 1.5740
H: 5.1435 -0.4797 2.2926
H: 5.6669 -0.4789 0.5593
H: 3.8361 2.6456 2.1043
H: 1.2986 2.7312 0.7957
H: 1.3730 -3.8879 -3.4085
H: 0.0916 -2.7036 -4.0098
H: 2.5433 -2.2747 -6.8120
H: 1.3151 -3.5738 -6.0044
H: 1.0745 -0.0903 0.2572
H: 3.9466 -3.2811 -3.8305
H: 4.5209 -1.7298 -4.5732
H: 2.2291 0.0435 -5.5081
H: 0.5753 -0.6765 -5.2019
C: -2.7238 2.0242 6.2977
N: -3.2908 2.1591 4.9705
C: -4.6089 2.7566 4.8516
C: -2.5015 1.8927 3.8750
C: -1.0943 1.6690 3.9806
C: -0.3249 1.2595 2.8939
C: -0.9421 1.1345 1.6433
C: -0.3133 0.3948 0.5165
C: -0.8270 0.8383 -0.8386
C: -1.3656 -0.2657 -1.5550
C: -1.8632 -0.1049 -2.8638
C: -1.7679 1.1829 -3.4560
C: -1.2265 2.2726 -2.7460
C: -0.7482 2.0984 -1.4243
C: -1.3721 -1.4171 -0.6304
C: -0.7989 -1.0242 0.5871
C: -0.4861 -1.9217 1.5795
C: -1.1038 -3.1787 1.5047
C: -1.8858 -3.5089 0.3853
C: -1.9667 -2.6735 -0.7248
C: -2.3320 1.3935 1.5073
C: -3.0942 1.7744 2.5902
H: -1.9219 2.7792 6.4370
H: -3.5241 2.1697 7.0449
H: -2.2511 1.0369 6.4056
H: -5.2604 2.1599 4.2022
H: -5.0552 2.8247 5.8543
H: -4.5693 3.7674 4.4021
H: -0.5987 1.7283 4.9615
H: 0.7427 1.0171 3.0130
H: -2.3395 -0.9507 -3.3873
H: -2.1471 1.3239 -4.4947
H: -1.2484 3.2779 -3.2028
H: -0.3638 2.9341 -0.8508
H: 0.1793 -1.5953 2.3809
H: -1.0244 -3.8149 2.3917
H: -2.3932 -4.4675 0.4013
H: -2.5138 -2.9351 -1.6174
H: -2.8458 1.2156 0.5619
H: -4.1634 1.8732 2.4980



4.
Entry from the Open Molecules 2025 dataset: C31H32ErN7O3S2Se as an isolated structure (the ωB97M-V functional and the def2-TZVPD basis).

Calculated values
spin multiplicity = 4
E_HOMO (alpha / beta) = -6.614 / -6.618 eV
LUMO energy (alpha / beta) = -0.1088 / -0.1038 eV
charge = 0
energy relative to the best compared isomer or geometry (same formula, charge and spin) = 0.0 kcal per mole

Cartesian coordinates (Å):
Er: 0.2581 0.5001 0.1582
C: 1.9354 -4.4519 -0.5055
C: 0.6362 -3.7091 -0.6230
C: -0.0471 -3.6395 -1.8331
C: -1.2516 -2.9592 -1.9439
C: -1.8191 -2.3626 -0.8298
C: -1.1614 -2.4386 0.3979
C: 0.0720 -3.0780 0.4868
H: 1.9009 -5.1556 0.3274
H: 2.7639 -3.7659 -0.3236
H: 2.1409 -5.0181 -1.4135
H: 0.3790 -4.1187 -2.7058
H: -1.7565 -2.9103 -2.8997
H: -2.7856 -1.8829 -0.9055
H: -1.6306 -2.0387 1.2882
H: 0.5869 -3.1257 1.4409
N: -0.5720 1.4286 -3.3834
C: 0.4823 0.5669 -3.3659
C: 1.2343 0.4722 -4.5631
C: 2.2496 -0.4349 -4.6476
C: 2.5331 -1.2467 -3.5426
C: 1.7884 -1.0577 -2.4114
N: 0.7759 -0.1652 -2.2936
C: -1.5589 1.8045 -2.4444
C: -2.7334 2.2227 -3.0190
C: -3.6588 2.9388 -2.1939
C: -3.4743 2.9987 -0.8735
C: -2.3694 2.2029 -0.2359
N: -1.2464 1.8251 -1.1343
H: -0.7647 1.8065 -4.2952
H: 0.9900 1.1226 -5.3922
H: 2.8308 -0.5142 -5.5572
H: 3.3280 -1.9765 -3.5449
H: 2.0124 -1.6346 -1.5281
H: -2.8652 2.1572 -4.0879
H: -4.4792 3.4749 -2.6561
H: -4.1103 3.5953 -0.2354
H: -1.9670 2.7764 0.6024
C: 1.8766 3.3272 -0.5029
N: 1.2024 2.8359 0.7069
C: 0.2170 3.8278 1.1423
C: 2.1966 2.6310 1.7835
C: 1.6526 1.7985 2.9099
C: 1.6768 2.2158 4.1889
C: 1.4222 1.2492 5.2508
C: 0.7795 0.0994 5.0051
C: 0.1873 -0.0710 3.6235
C: 1.1235 0.4558 2.5501
H: 2.3883 4.2775 -0.3034
H: 1.1345 3.4790 -1.2876
H: 2.6120 2.5943 -0.8336
H: 0.7194 4.7646 1.4184
H: -0.3279 3.4628 2.0150
H: -0.4778 4.0259 0.3304
H: 2.5627 3.6004 2.1513
H: 3.0549 2.1137 1.3463
H: 2.0307 3.2065 4.4445
H: 1.8216 1.4498 6.2367
H: 0.6784 -0.6756 5.7523
H: -0.0445 -1.1249 3.4318
O: 4.5231 0.4333 0.8839
S: 3.4240 -0.4724 0.7137
O: 3.7175 -1.7688 0.1628
O: 2.3077 0.2122 -0.0646
S: 2.4666 -0.7978 2.5457
Se: -1.7365 1.2671 5.2919
N: -3.3281 1.5793 4.4875
C: -3.2779 1.2983 3.2383
C: -4.4267 1.3537 2.3505
C: -4.2351 1.1115 1.0587
C: -2.8801 0.9029 0.4652
N: -1.8143 0.5023 1.4074
C: -1.9949 0.7925 2.6667
N: -1.1022 0.6547 3.6533
H: -5.3944 1.5564 2.7861
H: -5.0674 1.1244 0.3683
H: -2.9456 0.1495 -0.3248



5.
Entry from the Open Molecules 2025 dataset: C31H32N5O6PbS4 as an isolated structure (the ωB97M-V functional and the def2-TZVPD basis).

Calculated values
spin multiplicity = 1
E_HOMO = -3.596 eV
LUMO energy = 0.8649 eV
charge = -1

Cartesian coordinates (Å):
Pb: -1.3553 -1.2911 0.1195
C: -3.1703 5.6945 2.0514
C: -2.9117 4.2115 2.0534
C: -2.3033 3.5705 3.1381
C: -1.9546 2.2403 3.0882
C: -1.2506 1.6721 4.2861
N: 0.0827 2.1802 4.3974
C: 0.9208 2.1119 3.2217
C: 1.4429 0.7241 2.8026
C: 2.6288 0.9598 1.8825
N: 3.2525 -0.1977 1.2718
C: 3.7665 -0.1022 0.0489
C: 3.0844 0.6261 -0.9556
C: 3.6999 1.5398 -1.8038
C: 2.9904 2.2044 -2.7884
C: 3.5654 3.3964 -3.4948
C: 1.7211 1.7271 -3.0839
C: 1.0802 0.7451 -2.3354
C: -0.1219 0.1883 -2.8840
N: -0.9360 -0.6255 -2.3465
C: -1.9853 -1.1666 -3.1656
C: -3.2568 -0.3129 -3.1134
C: -3.9739 -0.3364 -1.7605
N: -3.1746 0.2166 -0.7009
C: -3.5042 1.3574 -0.2292
C: -2.9494 2.0703 0.8793
C: -3.2922 3.4259 0.9896
C: -2.1325 1.4681 1.8956
O: -1.5927 0.3262 1.8222
C: 1.6486 0.3135 -1.0817
O: 1.0614 -0.3359 -0.2051
H: -2.4183 6.2256 2.6333
H: -4.1498 5.9193 2.4752
H: -3.1478 6.0773 1.0312
H: -2.0721 4.1310 4.0353
H: -1.7948 1.9665 5.1907
H: 0.5435 1.7576 5.1967
H: 1.7766 2.7721 3.4185
H: 0.3496 2.5391 2.3953
H: 0.6659 0.1708 2.2766
H: 1.7405 0.1550 3.6857
H: 3.4203 1.4773 2.4524
H: 2.3163 1.6169 1.0713
H: 3.5408 -0.9366 1.9009
H: 4.6574 -0.6747 -0.1875
H: 4.7341 1.7954 -1.6163
H: 4.2132 3.9558 -2.8215
H: 2.7661 4.0549 -3.8264
H: 4.1485 3.1048 -4.3675
H: 1.1990 2.1429 -3.9353
H: -0.2660 0.4665 -3.9438
H: -2.1918 -2.1711 -2.7924
H: -1.6608 -1.2260 -4.2182
H: -3.9506 -0.6815 -3.8741
H: -2.9946 0.7223 -3.3533
H: -4.2066 -1.3697 -1.4887
H: -4.9198 0.2241 -1.8644
H: -4.3551 1.8835 -0.6995
H: -3.8540 3.8783 0.1783
O: 0.3069 -2.8123 1.5298
C: 1.0243 -3.7106 1.1365
C: 1.0930 -4.3719 -0.1439
C: 2.1170 -5.2958 -0.2954
C: 2.3394 -5.9661 -1.4888
C: 1.5208 -5.6801 -2.6061
C: 0.4968 -4.8063 -2.4866
C: 0.1663 -4.1419 -1.2453
O: -0.8752 -3.4652 -1.1802
N: 3.3757 -6.9035 -1.5947
O: 4.0618 -7.1421 -0.6033
O: 3.5677 -7.4549 -2.6760
H: 1.7817 -4.1126 1.8481
H: 2.7812 -5.5074 0.5337
H: 1.7326 -6.1823 -3.5383
H: -0.1489 -4.5899 -3.3252
S: -3.5993 -2.4237 1.2373
S: -2.8240 -2.7064 3.0594
S: -2.9596 -1.0943 4.3767
S: -1.1291 -0.2100 4.5089



6.
Entry from the Open Molecules 2025 dataset: C31H33BF2O3S as an isolated structure (the ωB97M-V functional and the def2-TZVPD basis).

Calculated values
spin multiplicity = 1
E_HOMO = -6.538 eV
LUMO energy = -0.5102 eV
charge = 0
energy relative to the best compared isomer or geometry (same formula, charge and spin) = 96.0 kcal per mole

Cartesian coordinates (Å):
C: 1.2166 -7.1298 -0.8920
O: 0.3101 -6.6216 0.1175
C: 0.5792 -5.4342 0.7245
C: -0.4057 -4.9129 1.5996
C: -0.3647 -3.5917 1.9836
C: 0.6669 -2.7460 1.5165
B: -0.7981 2.2792 -1.6566
C: 0.5634 -1.2966 1.5703
C: 1.6049 -0.3900 1.4397
C: 1.3636 0.8663 2.0422
C: 0.2156 0.8873 2.8233
C: -0.1698 1.9078 3.8206
S: -0.6247 -0.6052 2.6921
O: 0.2898 3.1090 -1.6395
C: -0.1863 4.3163 -1.0112
C: 0.8616 4.8049 -0.0288
C: -0.3175 5.3658 -2.1074
C: -1.5891 3.9120 -0.4041
C: -1.5375 3.6173 1.0870
C: -2.7079 4.9112 -0.6183
O: -1.9774 2.7209 -1.1307
C: 1.8089 -3.3737 0.9562
C: 1.7503 -4.6783 0.4963
H: 0.7282 -8.0357 -1.2517
H: 1.3376 -6.4104 -1.7125
H: 2.1906 -7.3780 -0.4521
H: -1.2104 -5.5782 1.9007
H: -1.1516 -3.2089 2.6337
H: 2.5051 -0.6072 0.8825
H: 2.0211 1.7329 1.9714
H: 0.5727 2.7115 3.8297
H: -1.1482 2.3362 3.5793
H: -0.2314 1.4674 4.8256
H: 0.5076 5.7208 0.4616
H: 1.1049 4.0655 0.7420
H: 1.7846 5.0647 -0.5656
H: -0.5768 6.3342 -1.6642
H: 0.6462 5.4941 -2.6193
H: -1.0839 5.0995 -2.8476
H: -1.2968 4.5355 1.6407
H: -2.5315 3.2966 1.4298
H: -0.8075 2.8403 1.3530
H: -2.4294 5.8730 -0.1753
H: -2.9415 5.0479 -1.6820
H: -3.6132 4.5609 -0.1051
H: 2.7271 -2.7985 0.8347
H: 2.5858 -5.1080 -0.0607
F: 4.7934 -1.5597 -2.9084
C: 3.5762 -1.1195 -2.4662
C: 3.1630 0.1660 -2.7919
C: 1.9617 0.6181 -2.2600
C: 1.0681 -0.2516 -1.5723
C: -0.2080 0.1974 -1.0524
C: -1.2760 -0.6580 -0.6045
C: -2.2741 -0.1303 0.2678
C: -3.2801 -0.9194 0.8116
C: -3.2730 -2.2686 0.4723
F: -4.0585 -3.1310 1.1965
C: -2.4305 -2.8122 -0.4972
C: -1.4745 -1.9892 -1.0717
C: 1.5175 -1.5810 -1.3742
C: 2.7901 -1.9991 -1.7253
H: 3.7757 0.8062 -3.4234
H: 1.6938 1.6589 -2.4019
H: -0.6808 1.0333 -1.9313
H: -2.2612 0.9422 0.4783
H: -4.0095 -0.5147 1.5141
H: -2.5013 -3.8640 -0.7758
H: -0.8652 -2.3575 -1.9002
H: 0.8437 -2.2633 -0.8667
H: 3.1679 -2.9771 -1.4465



no.,strongest force on any atom (eV/A),calculated total energy (hartree)
1,0.23,-2804.77379
2,1.28,-6189.76002
3,6.34,-1580.72039
4,1.79,-6022.45367
5,1.63,-3711.30697
6,3.22,-2049.47852